Model 1:
This record from the OMol25 dataset describes a 2-piece molecular cluster, C5H14N2O overall. The level of theory is the ωB97M-V functional and the def2-TZVPD basis.

Summary:
* Kohn-Sham gap: 9.1274 eV
* LUMO level: 0.91 eV
* HOMO energy: -0.302 Ha
* SMILES: C[C@H](N)C/C=C/N.O

Last column: Mulliken charge in e.
Geometry (Å):
C (-1.844, -0.230, -0.693)  -1.5060
C (-0.463, -0.329, -1.354)  0.5398
N (-0.535, -0.797, -2.730)  -0.7136
C (0.526, -1.220, -0.580)  -0.9478
C (0.610, -0.897, 0.876)  -0.2318
C (1.529, -0.061, 1.362)  -0.3794
N (1.541, 0.410, 2.669)  -0.4912
H (-1.840, 0.130, 0.334)  0.3736
H (-2.274, -1.239, -0.688)  0.3457
H (-2.485, 0.395, -1.305)  0.3934
H (-0.012, 0.669, -1.395)  0.2164
H (-1.011, -1.694, -2.778)  0.2627
H (-1.043, -0.134, -3.305)  0.2426
H (0.247, -2.258, -0.761)  0.4080
H (1.488, -1.107, -1.089)  0.2973
H (-0.156, -1.266, 1.551)  0.3763
H (2.292, 0.335, 0.707)  0.3886
H (0.691, 0.436, 3.200)  0.2035
H (2.310, 0.976, 2.974)  0.2382
O (0.229, 3.021, 1.025)  -0.6719
H (0.700, 2.273, 1.420)  0.3444
H (-0.500, 2.589, 0.560)  0.3110

Model 2:
This record from the OMol25 dataset describes a 3-piece molecular cluster, C5H14N2O overall. The level of theory is the ωB97M-V functional and the def2-TZVPD basis.

Summary:
* Kohn-Sham gap (alpha / beta): 6.8596 / 6.7103 eV
* LUMO level (alpha / beta): 0.85 / 0.86 eV
* HOMO energy (alpha / beta): -0.221 / -0.215 Ha

Last column: Mulliken charge in e.
Geometry (Å):
C (-1.258, -0.595, -1.275)  -0.3843
C (0.754, -0.638, -0.078)  -0.2143
C (0.228, 0.619, 0.177)  0.1405
C (-0.813, 0.879, 1.225)  -1.3076
C (2.069, 0.998, 1.408)  -1.1989
N (-1.894, -1.662, -0.594)  -0.5326
N (1.701, -0.918, -0.999)  -0.2997
O (-2.187, 0.426, -1.623)  -0.5302
H (-1.717, 1.211, -1.926)  0.3432
H (-0.751, -0.952, -2.178)  0.3817
H (0.541, -1.436, 0.624)  0.2902
H (0.420, 1.405, -0.543)  0.2751
H (-2.648, -2.084, -1.137)  0.2471
H (-2.291, -1.351, 0.286)  0.2483
H (2.114, -1.833, -1.021)  0.2091
H (2.046, -0.187, -1.600)  0.2290
H (-0.530, 1.734, 1.838)  0.3990
H (-1.779, 1.091, 0.763)  0.3609
H (-0.920, 0.021, 1.890)  0.2892
H (2.018, 0.406, 2.320)  0.3122
H (2.979, 0.808, 0.843)  0.3665
H (1.917, 2.058, 1.601)  0.3754

Here are the energies relative to the best structure, in eV: model 1 0.000; model 2 4.824.

Model 1:
This record from the OMol25 dataset describes one molecule with the formula C5H14N2O. The level of theory is the ωB97M-V functional and the def2-TZVPD basis.

Summary:
* Kohn-Sham gap: 9.6340 eV
* LUMO level: 0.84 eV
* HOMO energy: -0.323 Ha
* SMILES: CC(C)(N)[C@](C)(N)O

Last column: Mulliken charge in e.
Geometry (Å):
C (0.921, -0.592, 1.454)  -1.7355
C (0.784, 0.087, 0.093)  1.2778
C (1.071, 1.581, 0.185)  -1.8219
N (1.705, -0.532, -0.812)  -0.6931
C (-0.813, -0.122, -0.523)  1.0096
C (-1.853, 0.472, 0.419)  -1.7435
N (-1.085, -1.496, -0.793)  -0.7185
O (-0.804, 0.576, -1.743)  -0.5570
H (1.966, -0.554, 1.762)  0.4320
H (0.320, -0.093, 2.210)  0.3555
H (0.626, -1.641, 1.401)  0.3252
H (0.449, 2.052, 0.943)  0.3516
H (2.121, 1.728, 0.434)  0.4632
H (0.879, 2.056, -0.773)  0.3733
H (1.650, -0.062, -1.711)  0.3680
H (1.383, -1.530, -1.025)  0.2634
H (-1.753, 1.555, 0.445)  0.3469
H (-2.844, 0.215, 0.050)  0.4710
H (-1.755, 0.078, 1.427)  0.3294
H (-1.287, -1.999, 0.064)  0.2952
H (-0.196, -1.964, -1.202)  0.2136
H (-1.485, 0.185, -2.305)  0.3940

Model 2:
This record from the OMol25 dataset describes one molecule with the formula C5H14N2O. The level of theory is the ωB97M-V functional and the def2-TZVPD basis.

Summary:
* Kohn-Sham gap: 10.0482 eV
* LUMO level: 1.04 eV
* HOMO energy: -0.331 Ha
* SMILES: CNC[C@@H](N)[C@@H](C)O

Last column: Mulliken charge in e.
Geometry (Å):
C (-1.903, -2.216, -1.559)  -0.8786
N (-0.841, -1.186, -1.345)  -0.2406
C (-1.202, -0.298, -0.314)  -0.8370
C (-0.106, 0.762, -0.122)  0.1548
N (-0.557, 2.034, 0.538)  -0.6795
C (1.012, 0.166, 0.774)  0.2071
C (2.401, -0.043, 0.136)  -1.1869
O (1.243, 0.910, 1.912)  -0.6017
H (-2.928, -1.800, -1.466)  0.3074
H (-1.943, -2.654, -2.522)  0.3620
H (-1.827, -2.962, -0.715)  0.2378
H (-0.630, -0.729, -2.202)  0.2395
H (-1.162, -0.973, 0.590)  0.2874
H (-2.095, 0.254, -0.397)  0.3615
H (0.353, 0.801, -1.076)  0.3670
H (-0.485, 1.823, 1.505)  0.2247
H (-1.417, 2.412, 0.093)  0.2579
H (0.620, -0.821, 1.195)  0.1260
H (2.971, -0.905, 0.736)  0.2659
H (2.298, -0.528, -0.868)  0.3597
H (3.097, 0.940, 0.176)  0.3158
H (1.772, 1.699, 1.810)  0.3498

Model 3:
This record from the OMol25 dataset describes a 2-piece molecular cluster, C5H14N2O overall. The level of theory is the ωB97M-V functional and the def2-TZVPD basis.

Summary:
* Kohn-Sham gap: 8.7706 eV
* LUMO level: 0.50 eV
* HOMO energy: -0.304 Ha

Last column: Mulliken charge in e.
Geometry (Å):
C (0.279, 0.469, -1.131)  0.7538
C (-0.057, 0.319, 0.633)  0.0912
C (0.323, 1.990, -1.299)  -1.6457
C (-0.716, -0.115, -2.137)  -1.3793
C (-0.811, -2.028, 2.429)  -0.9632
N (-0.188, -0.954, 0.240)  -0.5378
N (1.050, 0.880, 1.343)  -0.5231
O (1.603, 0.037, -1.401)  -0.6009
H (1.619, -0.927, -1.373)  0.4755
H (-0.215, -1.845, 1.453)  0.2193
H (-0.986, 0.826, 0.931)  0.4637
H (0.903, 0.900, 2.343)  0.2770
H (1.930, 0.445, 1.092)  0.2066
H (-0.651, 2.430, -1.085)  0.3718
H (1.084, 2.428, -0.661)  0.4186
H (0.586, 2.216, -2.333)  0.4364
H (-0.464, 0.228, -3.142)  0.4222
H (-0.676, -1.202, -2.160)  0.3952
H (-1.730, 0.193, -1.884)  0.2991
H (-1.281, -2.999, 2.307)  0.3227
H (-1.549, -1.260, 2.625)  0.2013
H (-0.052, -2.033, 3.210)  0.2956

Here are the energies relative to the best structure, in eV: model 1 0.000; model 2 1.968; model 3 4.349.

Model 1:
This record from the OMol25 dataset describes C5H14N2O as an isolated structure. The level of theory is the ωB97M-V functional and the def2-TZVPD basis.

Summary:
* Kohn-Sham gap (alpha / beta): 7.4361 / 7.4369 eV
* LUMO level (alpha / beta): 0.83 / 0.83 eV
* HOMO energy (alpha / beta): -0.243 / -0.243 Ha

Last column: Mulliken charge in e.
Geometry (Å):
C (0.535, 0.413, 0.779)  -0.0873
C (-0.079, -0.092, -0.423)  0.9894
C (0.641, -1.756, 1.083)  -1.1868
C (-1.488, -0.629, -0.448)  -1.6991
C (-0.364, 1.810, -1.136)  -1.2998
N (-0.166, 0.985, 1.781)  -0.3791
N (0.915, -0.491, -1.397)  -0.4899
O (1.809, 0.811, 0.690)  -0.6036
H (2.107, 0.441, -0.176)  0.4619
H (0.262, 1.750, 2.276)  0.2313
H (-1.027, 0.614, 2.141)  0.2025
H (1.001, -1.501, -1.429)  0.2669
H (0.683, -0.125, -2.312)  0.3096
H (1.648, -1.752, 1.496)  0.3103
H (-0.109, -1.842, 1.865)  0.2987
H (0.567, -2.601, 0.400)  0.4158
H (-2.222, 0.121, -0.740)  0.3781
H (-1.568, -1.464, -1.144)  0.3203
H (-1.849, -1.026, 0.501)  0.3446
H (0.557, 2.389, -1.112)  0.3551
H (-0.712, 1.667, -2.159)  0.4733
H (-1.141, 2.277, -0.536)  0.3877

Model 2:
This record from the OMol25 dataset describes one molecule with the formula C5H14N2O. The level of theory is the ωB97M-V functional and the def2-TZVPD basis.

Summary:
* Kohn-Sham gap: 9.8575 eV
* LUMO level: 0.98 eV
* HOMO energy: -0.326 Ha
* SMILES: CN[C@H](C)CNCO

Last column: Mulliken charge in e.
Geometry (Å):
C (1.631, 1.129, -1.732)  -0.9591
N (0.705, 1.225, -0.618)  -0.4282
C (-0.448, 0.337, -0.768)  0.9302
C (-1.425, 0.903, -1.774)  -1.4074
C (-1.198, 0.325, 0.601)  -1.2444
N (-0.887, -0.648, 1.639)  -0.2120
C (0.455, -1.060, 1.872)  -0.3764
O (0.998, -2.072, 1.015)  -0.5290
H (2.493, 1.771, -1.560)  0.3761
H (1.156, 1.440, -2.657)  0.2560
H (1.986, 0.095, -1.870)  0.3126
H (1.183, 1.072, 0.251)  0.2409
H (-0.067, -0.669, -0.984)  -0.0334
H (-0.972, 1.094, -2.753)  0.3748
H (-1.762, 1.889, -1.454)  0.3181
H (-2.245, 0.205, -1.902)  0.4083
H (-2.267, 0.235, 0.382)  0.4643
H (-1.167, 1.342, 1.010)  0.3471
H (-1.524, -1.430, 1.623)  0.2545
H (0.523, -1.511, 2.842)  0.2920
H (1.077, -0.172, 1.806)  0.2556
H (0.501, -2.192, 0.222)  0.3595

Model 3:
This record from the OMol25 dataset describes one molecule with the formula C5H14N2O. The level of theory is the ωB97M-V functional and the def2-TZVPD basis.

Summary:
* Kohn-Sham gap: 10.2319 eV
* LUMO level: 0.90 eV
* HOMO energy: -0.343 Ha
* SMILES: CC[C@@H](N)CNCO

Last column: Mulliken charge in e.
Geometry (Å):
C (-1.290, -1.656, 1.156)  -1.0379
C (0.126, -2.092, 0.732)  -0.6302
C (0.399, -1.239, -0.444)  -0.0031
N (0.250, -2.243, -1.592)  -0.6210
C (-0.013, 0.290, -0.773)  -0.4273
N (0.406, 1.167, 0.408)  -0.4372
C (-0.300, 2.466, 0.634)  -0.1489
O (0.580, 3.395, -0.097)  -0.5300
H (-1.706, -1.108, 0.360)  0.3450
H (-1.828, -2.616, 1.172)  0.3298
H (-1.312, -1.191, 2.187)  0.2821
H (0.395, -3.332, 0.568)  0.2961
H (0.818, -1.854, 1.460)  0.3641
H (1.583, -1.236, -0.366)  0.2364
H (0.771, -1.887, -2.444)  0.2641
H (-0.724, -2.433, -1.827)  0.1917
H (-1.054, 0.300, -0.792)  0.2545
H (0.411, 0.588, -1.769)  0.2344
H (0.442, 0.570, 1.225)  0.1998
H (-1.355, 2.495, 0.194)  0.2174
H (-0.454, 2.680, 1.694)  0.2875
H (1.251, 2.786, -0.420)  0.3328

Here are the energies relative to the best structure, in eV: model 1 3.119; model 2 0.000; model 3 2.216.